# 1
This record from the OMol25 dataset describes a structure of composition C35H57BBrCl2FKN5NaO14PS2V in a non-equilibrium geometry. The level of theory is ωB97M-V with the def2-TZVPD basis set.

Summary:
- HOMO-LUMO gap (Ha) = 0.03415
- HOMO energy (eV) = -7.378
- largest force on an atom (eV/A) = 11.193
- total charge = +1

Element x y z (Å)
C  -5.199  -2.613  -0.499
C  -5.623  -1.019  -0.370
C  -6.596  -0.655  0.940
C  -7.129  0.884  1.232
C  -6.685  2.031  0.141
C  -5.712  1.671  -1.171
C  -5.122  0.143  -1.465
C  -4.124  -0.216  -2.753
C  -2.564  0.221  -2.519
C  -1.288  -0.822  -2.311
B  -1.629  -2.465  -2.299
O  -1.586  -3.267  -3.553
N  -2.037  -3.147  -1.007
C  -1.447  -4.529  -0.851
C  -1.846  -2.275  0.212
C  0.290  -0.301  -2.116
S  1.629  -1.589  -1.945
O  1.710  -2.436  -3.273
O  3.055  -1.058  -1.691
F  1.329  -2.756  -0.676
C  0.591  1.309  -2.083
C  2.061  1.990  -1.853
C  2.292  1.744  -0.099
C  0.976  2.307  0.868
O  2.451  3.038  0.747
C  -0.677  2.379  -2.293
N  -0.587  3.894  -2.293
S  -2.175  4.607  -2.592
N  -3.029  3.066  -2.722
C  -2.199  1.818  -2.527
H  -6.229  -3.201  -0.634
H  -4.605  -2.779  -1.493
H  -4.674  -3.020  0.465
H  -6.945  -1.483  1.715
H  -7.785  1.161  2.161
H  -7.038  3.158  0.298
H  -5.479  2.586  -1.875
H  -4.532  0.470  -3.641
H  -4.290  -1.320  -3.106
H  -0.647  -3.384  -3.884
H  -2.094  -5.296  -1.497
H  -1.627  -4.868  0.279
H  -0.330  -4.639  -1.180
H  -0.812  -1.732  0.283
H  -2.680  -1.445  0.186
H  -1.975  -2.872  1.235
H  2.958  1.453  -2.374
H  2.056  3.157  -1.950
H  2.871  0.686  0.256
H  1.004  1.222  1.372
H  1.011  2.819  1.900
C  4.991  3.459  2.393
C  6.224  3.201  3.236
C  6.686  1.776  3.196
O  7.332  1.626  4.446
C  6.736  2.514  5.297
O  6.889  2.521  6.506
O  5.941  3.391  4.613
H  4.691  4.509  2.472
H  5.174  3.226  1.340
H  4.141  2.865  2.745
H  7.027  3.893  2.955
H  7.383  1.587  2.374
H  5.865  1.051  3.141
O  -2.449  -7.252  -1.751
V  -2.099  -7.617  -3.433
O  -1.750  -7.982  -5.116
Cl  5.429  1.187  6.660
C  7.685  -1.569  1.116
N  7.889  -3.030  1.519
C  8.872  -3.068  2.688
C  8.488  -3.795  0.350
C  6.560  -3.670  1.997
C  5.459  -3.764  0.926
O  5.087  -2.476  0.453
H  8.668  -1.094  1.045
H  7.206  -1.526  0.136
H  7.084  -1.075  1.885
H  9.819  -2.625  2.363
H  9.023  -4.111  2.980
H  8.447  -2.493  3.516
H  7.827  -3.703  -0.515
H  8.597  -4.844  0.643
H  9.464  -3.360  0.116
H  6.213  -3.058  2.838
H  6.806  -4.674  2.363
H  4.571  -4.227  1.368
H  5.772  -4.379  0.077
H  4.351  -2.596  -0.180
Br  -4.702  -0.780  -5.353
Na  -7.795  0.499  -2.368
C  -5.543  1.966  -8.938
C  -6.694  2.937  -8.691
C  -7.025  3.100  -7.206
C  -7.438  1.760  -6.621
N  -7.780  0.647  -6.136
H  -5.787  0.955  -8.597
H  -5.323  1.903  -10.009
H  -4.634  2.295  -8.422
H  -7.579  2.582  -9.233
H  -6.430  3.914  -9.109
H  -7.846  3.815  -7.081
H  -6.157  3.481  -6.658
C  -1.452  3.105  7.736
O  -1.049  1.994  6.957
P  -1.739  1.948  5.371
O  -3.077  1.500  5.978
O  -0.854  0.604  5.006
C  -0.521  -0.328  6.026
O  -2.428  1.901  3.785
C  -3.491  2.806  3.555
H  -0.860  3.121  8.654
H  -1.277  4.032  7.184
H  -2.509  3.022  8.002
H  -1.323  -0.436  6.764
H  0.405  -0.014  6.511
H  -0.350  -1.306  5.566
H  -3.226  3.802  3.913
H  -4.403  2.459  4.059
H  -3.689  2.847  2.484
Cl  -4.385  2.916  -4.842
K  -2.426  5.510  -4.737

=====

# 2
This record from the OMol25 dataset describes a structure of composition C35H57ErO3PSi2 in a non-equilibrium geometry. The level of theory is ωB97M-V with the def2-TZVPD basis set.

Summary:
- HOMO-LUMO gap (spin up / spin down) (Ha) = 0.18338 / 0.18646
- HOMO energy (spin up / spin down) (eV) = -7.928 / -7.993
- largest force on an atom (eV/A) = 3.478
- total charge = +1
- expectation value of S² = 3.8777
- spin multiplicity = 4

Element x y z (Å)
O  -1.168  -1.638  -3.003
O  0.745  0.676  -5.410
C  -0.144  -2.568  -3.420
C  -0.544  -3.997  -3.111
H  0.764  -2.306  -2.859
H  0.115  -2.399  -4.480
H  -0.669  -4.155  -2.032
H  0.240  -4.676  -3.474
H  -1.488  -4.255  -3.605
C  -2.022  -1.058  -4.027
C  -1.673  -1.344  -5.481
H  -1.993  0.033  -3.875
H  -3.032  -1.412  -3.774
H  -0.731  -0.861  -5.779
H  -2.457  -0.883  -6.102
H  -1.633  -2.414  -5.730
C  0.365  2.018  -5.121
C  2.118  0.586  -5.830
C  -0.771  2.484  -5.992
H  1.206  2.684  -5.331
H  0.153  2.175  -4.056
H  -0.416  2.461  -7.040
H  -0.988  3.510  -5.640
H  -1.660  1.837  -5.891
C  2.237  0.896  -7.311
H  2.514  -0.416  -5.578
H  2.772  1.311  -5.316
H  1.470  0.416  -7.937
H  3.223  0.524  -7.594
H  2.221  1.982  -7.455
H  1.630  1.487  -2.283
Er  -0.795  -0.715  -0.078
C  1.772  0.714  -1.519
Si  3.606  0.901  -1.383
H  1.481  -0.322  -1.791
H  1.230  1.073  -0.621
C  4.452  -0.406  -2.432
C  3.877  0.720  0.449
C  3.807  2.653  -2.047
C  -2.572  -1.866  -0.542
Si  -3.555  -0.276  -0.469
H  -2.901  -2.646  0.157
H  -2.548  -2.315  -1.547
C  -5.083  -0.531  -1.501
C  -2.455  1.119  -1.126
C  -3.904  0.158  1.309
H  3.122  2.802  -2.896
H  4.813  2.891  -2.403
H  3.531  3.395  -1.286
H  4.127  -1.414  -2.133
H  5.549  -0.408  -2.379
H  4.187  -0.302  -3.495
H  3.488  -0.243  0.780
H  3.332  1.481  1.015
H  4.903  0.750  0.817
H  -3.229  1.595  -1.751
H  -1.620  0.907  -1.833
H  -2.146  1.864  -0.384
H  -4.978  0.387  1.296
H  -3.357  1.044  1.657
H  -3.731  -0.666  2.014
H  -5.865  0.168  -1.173
H  -5.428  -1.569  -1.367
H  -4.867  -0.366  -2.567
O  2.553  -0.791  2.800
C  1.350  -0.886  2.586
C  0.563  -1.871  1.823
C  0.806  -3.057  1.079
C  -0.178  -4.047  1.156
C  -1.365  -3.884  1.883
C  -1.691  -2.683  2.504
C  -0.781  -1.612  2.323
P  -0.189  -0.277  3.328
C  -0.444  -0.484  5.069
C  -1.753  -0.669  5.564
C  -1.952  -0.911  6.921
C  -0.869  -0.962  7.799
C  0.426  -0.757  7.310
C  0.648  -0.520  5.956
C  -0.566  1.313  2.646
C  -1.518  2.118  3.314
C  -1.929  3.308  2.724
C  -1.379  3.725  1.508
C  -0.395  2.979  0.879
C  0.021  1.756  1.435
H  1.792  -3.194  0.637
H  -0.014  -5.001  0.653
H  -2.078  -4.714  1.918
H  -2.640  -2.549  3.038
H  -2.591  -0.632  4.864
H  -2.969  -1.044  7.289
H  -1.033  -1.130  8.864
H  1.268  -0.768  7.993
H  1.647  -0.368  5.545
H  -1.933  1.803  4.274
H  -2.675  3.928  3.210
H  -1.700  4.669  1.058
H  0.055  3.327  -0.057
H  0.966  1.273  1.141

=====

# 3
This record from the OMol25 dataset describes a structure of composition C35H58CoN3OP2 in a non-equilibrium geometry. The level of theory is ωB97M-V with the def2-TZVPD basis set.

Summary:
- ΔE to the lowest compared entry with this formula, charge and spin (eV) = 0.000
- HOMO-LUMO gap (spin up / spin down) (Ha) = 0.25807 / 0.20025
- HOMO energy (spin up / spin down) (eV) = -9.605 / -9.877
- largest force on an atom (eV/A) = 7.774
- total charge = +1
- expectation value of S² = 3.8047
- spin multiplicity = 4

Element x y z (Å)
C  2.404  -1.271  -1.831
C  1.306  0.569  -2.811
C  3.278  -1.351  -2.915
C  2.098  0.488  -3.954
C  3.115  -0.471  -3.985
H  4.036  -2.134  -2.907
H  1.911  1.178  -4.780
H  3.771  -0.537  -4.853
N  1.539  -0.248  -1.763
P  0.636  -2.258  0.067
P  0.038  2.268  -0.894
C  2.306  -2.324  -0.739
H  2.500  -3.322  -1.163
H  3.064  -2.147  0.043
C  0.131  1.492  -2.646
H  0.143  2.279  -3.407
C  -1.563  3.324  -0.899
C  1.495  3.454  -0.798
C  -0.398  -3.424  -1.025
C  0.874  -3.106  1.759
C  -2.716  2.503  -0.296
H  -2.591  2.351  0.783
H  -3.651  3.063  -0.452
H  -2.826  1.524  -0.777
C  -1.424  4.596  -0.049
H  -1.120  4.371  0.982
H  -0.739  5.332  -0.484
H  -2.414  5.076  -0.003
C  -1.955  3.704  -2.333
H  -2.900  4.267  -2.287
H  -1.217  4.344  -2.833
H  -2.141  2.811  -2.941
C  1.591  3.943  0.668
H  1.290  3.166  1.383
H  2.638  4.187  0.895
H  0.994  4.841  0.848
C  2.803  2.712  -1.124
H  3.019  1.930  -0.389
H  2.793  2.279  -2.128
H  3.626  3.441  -1.087
C  1.332  4.616  -1.802
H  0.723  4.364  -2.681
H  0.924  5.520  -1.335
H  2.327  4.888  -2.184
C  -0.518  -3.402  2.339
H  -0.387  -3.830  3.345
H  -1.104  -2.477  2.441
H  -1.092  -4.125  1.747
C  1.586  -2.132  2.707
H  2.582  -1.854  2.340
H  0.998  -1.228  2.900
H  1.721  -2.643  3.673
C  1.737  -4.380  1.678
H  2.615  -4.257  1.030
H  2.108  -4.598  2.690
H  1.174  -5.259  1.350
C  -0.108  -3.123  -2.498
H  0.907  -3.409  -2.807
H  -0.823  -3.689  -3.113
H  -0.259  -2.056  -2.707
C  -1.874  -3.099  -0.748
H  -2.110  -2.079  -1.085
H  -2.492  -3.807  -1.317
H  -2.141  -3.177  0.312
C  -0.123  -4.918  -0.800
H  0.937  -5.175  -0.934
H  -0.474  -5.281  0.172
H  -0.688  -5.470  -1.567
Co  0.137  -0.068  -0.282
C  1.248  0.478  0.920
O  2.114  0.810  1.645
N  -1.325  -0.108  -1.563
C  -1.169  0.514  -2.647
C  -2.030  0.366  -3.953
C  -1.627  1.354  -5.041
C  -1.776  -1.020  -4.538
C  -3.524  0.514  -3.613
H  -1.810  2.394  -4.757
H  -0.572  1.225  -5.314
H  -2.241  1.136  -5.925
H  -2.114  -1.805  -3.853
H  -2.337  -1.128  -5.477
H  -0.711  -1.159  -4.765
H  -4.015  1.193  -4.321
H  -4.012  -0.464  -3.677
H  -3.691  0.898  -2.602
N  -1.938  0.295  1.936
C  -1.869  0.259  3.300
C  -0.782  0.859  3.984
C  -0.720  0.771  5.376
C  -1.701  0.065  6.084
C  -2.744  -0.574  5.400
C  -2.838  -0.483  4.015
H  -2.771  -0.006  1.439
H  -1.205  0.723  1.367
H  -0.014  1.395  3.415
H  0.106  1.256  5.901
H  -1.652  0.014  7.173
H  -3.492  -1.143  5.949
H  -3.640  -0.979  3.457

=====

# 4
This record from the OMol25 dataset describes a cluster of 4 separate species, C35H58F20O13S2 in total in a non-equilibrium geometry. The level of theory is ωB97M-V with the def2-TZVPD basis set.

Summary:
- HOMO-LUMO gap (Ha) = 0.33843
- HOMO energy (eV) = -9.074
- largest force on an atom (eV/A) = 1.420
- total charge = 0
- SMILES string = CC[C@@H](C)[C@@]1(CCC(F)(F)C(F)(F)C(F)(F)C(F)(F)S(F)(F)(F)(F)F)COC(=O)[C@@H]1S(=O)(=O)C(F)(F)C(F)(F)C(F)(F)F.COCCOCCOC.COCCOCCOC.COCCOCCOC

Element x y z (Å)
C  8.226  0.722  2.745
C  7.415  -0.054  1.699
C  6.390  0.842  0.978
C  7.146  2.014  0.329
C  5.378  0.165  -0.045
C  4.188  1.177  -0.215
C  2.775  0.932  0.344
C  2.566  1.353  1.813
F  3.713  1.838  2.357
F  2.221  0.281  2.579
C  1.462  2.472  2.056
F  2.001  3.449  2.813
F  1.112  3.034  0.884
C  0.164  2.095  2.866
F  -0.542  3.233  2.962
F  0.584  1.750  4.097
C  -0.881  0.957  2.505
F  -0.331  -0.223  2.720
F  -1.872  1.135  3.373
S  -1.645  0.912  0.746
F  -0.166  0.744  0.172
F  -1.512  2.491  0.646
F  -3.120  1.069  1.300
F  -1.787  -0.668  0.827
F  -2.197  0.882  -0.728
C  6.022  -0.052  -1.439
O  6.755  -1.297  -1.365
C  6.416  -1.974  -0.261
O  7.014  -2.874  0.193
C  5.134  -1.326  0.324
S  3.821  -2.243  -0.526
O  4.341  -3.529  -0.876
O  3.202  -1.400  -1.507
C  2.536  -2.605  0.800
F  1.481  -1.827  0.556
F  3.041  -2.304  2.013
C  2.044  -4.084  0.836
F  0.855  -4.061  1.471
F  1.839  -4.521  -0.402
C  2.951  -5.085  1.643
F  2.751  -6.307  1.174
F  2.608  -5.055  2.921
F  4.239  -4.809  1.562
H  9.053  1.271  2.283
H  8.676  0.025  3.461
H  7.601  1.430  3.301
H  6.936  -0.902  2.196
H  8.118  -0.477  0.972
H  5.768  1.276  1.766
H  7.509  2.692  1.107
H  6.503  2.614  -0.327
H  8.005  1.669  -0.255
H  4.075  1.382  -1.285
H  4.514  2.127  0.218
H  2.431  -0.100  0.246
H  2.085  1.496  -0.283
H  5.273  -0.142  -2.232
H  6.731  0.720  -1.726
H  5.115  -1.543  1.392
C  -6.061  9.099  3.241
O  -6.172  7.749  2.858
C  -7.042  7.542  1.763
C  -6.638  6.338  0.945
O  -5.507  6.539  0.111
C  -4.231  6.636  0.726
C  -3.703  5.339  1.297
O  -4.372  5.000  2.500
C  -4.467  3.607  2.696
H  -6.993  9.476  3.679
H  -5.273  9.161  3.989
H  -5.792  9.735  2.389
H  -7.059  8.426  1.114
H  -8.062  7.373  2.135
H  -7.456  6.141  0.248
H  -6.519  5.459  1.581
H  -4.214  7.419  1.487
H  -3.559  6.940  -0.081
H  -2.629  5.456  1.502
H  -3.821  4.539  0.558
H  -4.928  3.119  1.828
H  -5.096  3.438  3.568
H  -3.485  3.163  2.878
C  2.772  -9.250  -0.470
O  2.107  -10.199  0.334
C  0.978  -9.673  1.004
C  -0.070  -10.736  1.242
O  -0.805  -11.103  0.087
C  -0.179  -11.948  -0.861
C  -0.117  -13.403  -0.458
O  0.872  -13.626  0.530
C  0.576  -14.703  1.387
H  3.269  -8.488  0.135
H  3.525  -9.783  -1.048
H  2.077  -8.762  -1.163
H  0.534  -8.855  0.424
H  1.285  -9.272  1.981
H  -0.813  -10.306  1.917
H  0.373  -11.607  1.731
H  0.814  -11.583  -1.135
H  -0.818  -11.891  -1.746
H  0.119  -13.997  -1.351
H  -1.102  -13.715  -0.090
H  -0.410  -14.583  1.851
H  1.334  -14.714  2.168
H  0.600  -15.663  0.858
C  -4.703  5.593  -7.903
O  -4.060  5.558  -6.651
C  -3.623  6.827  -6.203
C  -3.617  6.910  -4.694
O  -4.898  7.044  -4.108
C  -5.723  5.895  -4.027
C  -5.333  4.922  -2.939
O  -4.180  4.181  -3.314
C  -3.361  3.833  -2.228
H  -4.005  5.838  -8.713
H  -5.116  4.603  -8.084
H  -5.519  6.324  -7.911
H  -4.268  7.618  -6.603
H  -2.599  7.007  -6.560
H  -3.095  7.834  -4.430
H  -3.062  6.071  -4.267
H  -5.799  5.386  -4.991
H  -6.711  6.283  -3.768
H  -6.170  4.227  -2.779
H  -5.163  5.473  -2.007
H  -3.108  4.718  -1.632
H  -2.442  3.402  -2.624
H  -3.847  3.089  -1.582